Computed, not measured: a cluster of 4 separate species, C49H91BFIN13O8P3S in total at a distorted geometry, with ωB97M-V/def2-TZVPD.

Computed properties:
Energy, eV: -138234.33162
SMILES string: [H]/N=C\Cc1c(S)c([C@@H](F)CC)c2c(c1B(N)O)C(=O)c1c(N)c(CC=C)c(CC(=O)I)c(CCCCN(C)C(C)=O)c1C2=O.CN(C)P(=O)(N(C)C)N(C)C.CN(C)P(=O)(N(C)C)N(C)C.CN(C)P(=O)(N(C)C)N(C)C
Charge: 0
Frontier orbital gap, eV: 7.2

XYZ file:
```
168
C49H91BFIN13O8P3S ωB97M-V/def2-TZVPD
C -1.178 3.330 -0.683
C -0.425 2.386 -0.058
C 0.942 2.629 0.567
C 1.277 1.599 1.617
C 0.460 1.519 2.752
N -0.635 2.392 2.859
C 0.721 0.562 3.725
C 1.797 -0.318 3.593
C 2.623 -0.269 2.473
C 3.752 -1.288 2.366
C 3.162 -2.685 2.086
C 2.713 -2.864 0.625
C 2.785 -4.333 0.176
N 2.476 -5.258 1.275
C 3.013 -6.600 1.017
C 1.057 -5.374 1.479
C 0.144 -5.835 0.358
O 0.574 -5.137 2.557
C 2.345 0.700 1.491
C 3.161 0.817 0.218
C 2.311 0.409 -0.979
O 1.475 -0.425 -0.945
I 2.682 1.418 -2.854
C 1.965 -1.311 4.726
O 3.035 -1.558 5.220
C 0.668 -1.898 5.221
C -0.398 -1.005 5.323
C -1.646 -1.407 5.774
B -2.863 -0.370 5.848
N -3.543 -0.090 7.121
O -3.260 0.265 4.701
C -1.811 -2.754 6.130
C -3.183 -3.186 6.585
C -4.099 -3.364 5.373
N -3.838 -4.066 4.357
C -0.734 -3.641 6.033
S -0.970 -5.356 6.522
C 0.530 -3.237 5.562
C 1.625 -4.281 5.476
F 2.565 -4.011 4.507
C 2.324 -4.571 6.824
C 2.245 -3.462 7.869
C -0.142 0.406 4.921
O -0.598 1.346 5.544
H -2.184 3.550 -0.330
H -0.877 3.860 -1.586
H -0.803 1.365 0.007
H 0.938 3.630 0.996
H 1.686 2.662 -0.235
H -0.394 3.341 2.610
H -1.021 2.401 3.794
H 4.271 -1.260 3.321
H 4.478 -1.001 1.609
H 2.264 -2.776 2.686
H 3.898 -3.437 2.358
H 1.659 -2.582 0.583
H 3.243 -2.193 -0.048
H 3.784 -4.543 -0.202
H 2.059 -4.460 -0.638
H 3.111 -7.176 1.935
H 4.003 -6.540 0.569
H 2.393 -7.176 0.322
H -0.507 -6.622 0.728
H -0.485 -5.013 0.018
H 0.709 -6.204 -0.495
H 4.030 0.164 0.208
H 3.525 1.833 0.089
H -3.663 0.915 7.212
H -4.489 -0.463 7.078
H -2.549 0.210 4.052
H -3.604 -2.483 7.298
H -3.161 -4.157 7.074
H -5.043 -2.815 5.369
H -2.921 -4.510 4.461
H -1.249 -5.160 7.820
H 1.140 -5.207 5.170
H 3.362 -4.795 6.576
H 1.901 -5.498 7.210
H 1.223 -3.184 8.117
H 2.709 -3.833 8.786
H 2.839 -2.609 7.548
O 1.158 5.727 -4.063
P 1.012 7.190 -3.793
N 1.709 7.882 -5.187
C 2.786 8.827 -5.340
C 1.046 7.547 -6.444
N 1.941 7.293 -2.340
C 3.040 8.215 -2.154
C 2.246 6.025 -1.688
N 0.053 8.503 -3.362
C -0.142 9.711 -4.140
C -0.450 8.619 -1.996
H 2.441 9.777 -5.776
H 3.559 8.426 -6.005
H 3.274 9.083 -4.406
H 0.046 7.996 -6.521
H 0.936 6.465 -6.552
H 1.628 7.904 -7.293
H 3.927 7.928 -2.733
H 3.328 8.243 -1.100
H 2.751 9.238 -2.408
H 3.092 5.509 -2.159
H 1.388 5.360 -1.704
H 2.494 6.200 -0.636
H 0.646 10.444 -3.934
H -1.097 10.177 -3.886
H -0.193 9.522 -5.209
H 0.228 9.215 -1.378
H -0.571 7.645 -1.530
H -1.430 9.103 -1.987
O 1.568 -9.508 1.529
P 1.863 -10.834 2.190
N 2.289 -11.634 0.707
C 1.727 -12.780 0.037
C 3.488 -11.127 0.059
N 0.289 -11.187 2.781
C -0.494 -12.328 2.361
C -0.588 -10.035 2.978
N 2.611 -12.015 3.139
C 3.450 -13.107 2.683
C 2.213 -12.167 4.540
H 2.438 -13.620 -0.015
H 1.450 -12.526 -0.992
H 0.837 -13.169 0.516
H 4.401 -11.347 0.634
H 3.436 -10.043 -0.073
H 3.613 -11.571 -0.928
H -0.874 -12.213 1.338
H -1.354 -12.450 3.023
H 0.074 -13.257 2.440
H -1.045 -9.698 2.040
H -0.051 -9.198 3.414
H -1.387 -10.302 3.675
H 2.841 -13.969 2.399
H 4.122 -13.424 3.483
H 4.093 -12.830 1.854
H 1.425 -12.919 4.641
H 1.849 -11.232 4.955
H 3.061 -12.482 5.153
O -2.443 9.044 -7.043
P -3.874 9.245 -7.424
N -4.569 9.717 -5.933
C -5.668 9.166 -5.177
C -4.034 10.945 -5.364
N -4.247 7.646 -7.947
C -5.356 6.870 -7.431
C -3.106 6.765 -8.190
N -5.037 9.932 -8.427
C -6.130 10.793 -8.014
C -5.174 9.465 -9.805
H -6.510 9.871 -5.103
H -5.351 8.929 -4.156
H -6.072 8.256 -5.602
H -4.300 11.831 -5.959
H -2.944 10.906 -5.301
H -4.417 11.103 -4.357
H -5.177 6.522 -6.406
H -5.514 5.989 -8.057
H -6.292 7.433 -7.471
H -2.706 6.336 -7.263
H -2.303 7.292 -8.695
H -3.416 5.946 -8.844
H -6.995 10.201 -7.703
H -6.445 11.429 -8.844
H -5.850 11.473 -7.214
H -5.924 8.672 -9.876
H -4.235 9.082 -10.193
H -5.483 10.282 -10.461
```